Entry 1:
{"formula": "C3H4P2", "method": "wB97M-V/def2-TZVPD", "species": ["C", "C", "C", "P", "P", "H", "H", "H", "H"], "coordinates": [[1.5774, -0.3865, 0.0446], [-0.5920, -0.9305, 0.1695], [-1.3129, 0.3399, 0.0720], [3.2321, -0.6164, 0.4680], [2.2894, 1.1808, -0.1672], [-0.6038, -1.5692, -0.7114], [-1.2650, 0.9046, 1.0032], [-2.3583, 0.0909, -0.1327], [-0.9668, 0.9863, -0.7459]], "forces_ev_per_a": [[-3.14, -0.03, -0.41], [2.85, 0.12, 0.28], [0.12, 0.46, -0.09], [0.41, 0.46, 0.03], [0.10, -1.06, 0.42], [0.00, -0.03, -0.15], [-0.11, 0.06, -0.02], [-0.11, 0.03, -0.02], [-0.12, 0.00, -0.03]], "energy_ev": -21745.905, "spin_multiplicity": 1, "gap_ev": [6.57, 4.34]}

=====

Entry 2:
{"formula": "C3H4P2", "method": "wB97M-V/def2-TZVPD", "species": ["C", "C", "C", "P", "P", "H", "H", "H", "H"], "coordinates": [[-4.1808, -0.4437, -0.3310], [-0.7424, -0.4299, 0.6292], [-0.1025, 0.0322, -0.6374], [-2.4431, -0.7302, 0.8993], [-5.4598, 0.3411, -0.6642], [-0.2138, -0.5705, 1.5319], [-0.9071, -0.0576, -1.4658], [0.7473, -0.6090, -0.8899], [0.1703, 1.0737, -0.5443]], "forces_ev_per_a": [[3.62, 0.24, 0.98], [-4.25, 0.13, -2.22], [-1.59, -0.77, -1.09], [0.03, -0.10, 0.54], [-0.38, -0.12, -0.14], [0.57, -0.23, 0.99], [1.56, 0.24, 1.15], [0.04, 0.34, -0.08], [0.40, 0.26, -0.13]], "energy_ev": -21748.729, "smiles": "C/C=P\\C#P", "spin_multiplicity": 1, "gap_ev": 8.68}

=====

Entry 3:
{"formula": "C3H4P2S", "method": "wB97M-V/def2-TZVPD", "species": ["C", "C", "C", "P", "P", "S", "H", "H", "H", "H"], "coordinates": [[-1.2346, 0.0214, -0.4150], [-0.7763, -1.2764, -0.4403], [-0.4273, 1.0058, 0.1046], [3.2513, 0.6376, -0.3057], [1.2910, 0.4472, 0.4863], [0.7684, -1.5999, 0.2574], [-2.2180, 0.2635, -0.7875], [-1.2957, -2.1052, -0.8836], [-0.6555, 2.0569, 0.0827], [1.2968, 0.5491, 1.9011]], "forces_ev_per_a": [[-0.09, 0.58, 0.11], [0.30, -0.40, 0.24], [1.25, -0.19, -0.31], [-0.98, 0.42, 0.32], [-0.07, -0.47, 0.20], [-0.15, -0.21, -0.25], [-0.13, -0.02, -0.13], [-0.20, -0.12, -0.03], [-0.12, 0.15, 0.08], [0.19, 0.26, -0.22]], "energy_ev": -32585.147, "spin_multiplicity": 3, "gap_ev": [8.34, 6.01]}

=====

Entry 4:
{"formula": "C3H4S", "method": "wB97M-V/def2-TZVPD", "species": ["C", "C", "C", "S", "H", "H", "H", "H"], "coordinates": [[2.0395, 0.7899, 0.0497], [1.0775, 0.0914, -0.0161], [-0.9356, -0.8036, -0.3928], [-2.0802, 0.4425, 0.0816], [3.0456, 1.1454, 0.0581], [-0.8035, -1.5531, 0.4588], [-0.9457, -0.9656, -1.3918], [-1.3976, 0.8530, 1.1526]], "forces_ev_per_a": [[1.89, 0.48, 0.01], [-4.88, -2.27, -1.11], [3.23, 1.70, 6.06], [-0.13, 0.35, -0.40], [-0.20, 0.32, 0.13], [-0.02, 0.70, -2.12], [0.22, -1.14, -2.79], [-0.12, -0.13, 0.22]], "energy_ev": -14005.550, "spin_multiplicity": 1, "gap_ev": 9.12}

=====

Entry 5:
{"formula": "C3H4S2", "method": "wB97M-V/def2-TZVPD", "species": ["C", "C", "C", "S", "S", "H", "H", "H", "H"], "coordinates": [[-0.7639, 1.7554, -0.0792], [0.1563, 0.7924, -0.2947], [0.3117, -0.6922, -0.5589], [-2.4125, 1.5039, 0.1723], [2.2342, 1.6684, 0.2429], [-0.6107, 2.7748, -0.0173], [1.0700, -1.0968, 0.2090], [-0.7088, -1.1234, -0.7284], [0.8800, -0.8290, -1.4605]], "forces_ev_per_a": [[-4.05, -0.30, 0.16], [7.37, -0.45, 1.24], [-0.38, 1.12, 0.89], [1.07, -0.67, -0.16], [-4.87, -1.83, -1.25], [1.57, 1.77, -0.06], [-1.86, 0.32, -0.77], [1.03, -0.18, 0.69], [0.13, 0.22, -0.73]], "energy_ev": -24840.781, "spin_multiplicity": 1, "gap_ev": [5.15, 5.15]}

=====

Entry 6:
{"formula": "C3H4S2", "method": "wB97M-V/def2-TZVPD", "species": ["C", "C", "C", "S", "S", "H", "H", "H", "H"], "coordinates": [[1.9285, 0.0891, 0.5574], [0.7696, 0.7567, 0.2055], [-0.3653, 0.0006, -0.3914], [1.9494, -1.3986, -0.1350], [0.3729, 2.3271, 0.5845], [2.6848, 0.4309, 1.3049], [-1.3549, 0.4699, -0.3693], [-0.5491, -0.8715, 0.1435], [-0.3198, -0.0081, -1.5153]], "forces_ev_per_a": [[2.00, -2.73, 0.31], [-4.09, 4.06, 0.54], [-1.51, 1.57, -2.41], [1.86, -0.08, 0.66], [1.27, -0.63, 0.00], [-0.74, 0.05, -0.94], [0.45, 0.98, 0.79], [0.10, -2.12, 0.08], [0.66, -1.10, 0.97]], "energy_ev": -24843.853, "smiles": "CC(=S)C=S", "spin_multiplicity": 1, "gap_ev": [6.56, 6.56]}

=====

Listing energy above the lowest of the compared OMol25 structures with the same formula, charge and spin for the structures above in their given order: 513.31 240.83 0.00 388.73 468.97 172.56 kJ/mol.